{
  "formula": "C3H3NO2",
  "method": "ωB97M-V/def2-TZVPD",
  "elements": ["O", "C", "C", "N", "C", "O", "H", "H", "H"],
  "positions_angstrom": [[-2.085, -0.438, -0.096], [-0.692, -0.185, 0.095], [0.035, 0.840, 0.196], [1.398, 0.510, -0.173], [1.366, -0.732, -0.039], [0.168, -1.284, 0.060], [-2.242, 0.680, -0.215], [-0.259, 1.976, 0.070], [2.309, -1.367, 0.102]],
  "mulliken_charge": [-0.488, 0.328, -0.193, -0.422, 0.116, -0.283, 0.375, 0.261, 0.307],
  "total_energy_ha": -321.259763,
  "e_homo_ev": -9.55,
  "relative_energy_ev": 3.2077,
  "largest_force_ev_per_a": 9.015,
  "smiles": "Oc1cnco1"
}

{
  "formula": "C3H3NO2",
  "method": "ωB97M-V/def2-TZVPD",
  "elements": ["O", "C", "C", "O", "C", "N", "H", "H", "H"],
  "positions_angstrom": [[-1.428, -0.287, -0.816], [-0.226, -0.064, -0.258], [0.803, -1.049, -0.282], [1.808, -0.912, 0.419], [0.051, 1.020, 0.653], [1.142, 1.367, 1.151], [-1.766, 0.548, -1.173], [-0.890, 1.343, 1.124], [0.682, -1.869, -1.009]],
  "mulliken_charge": [-0.476, 0.320, 0.004, -0.496, 0.056, -0.418, 0.360, 0.318, 0.332],
  "total_energy_ha": -321.210509,
  "e_homo_ev": [-9.28, -8.92],
  "relative_energy_ev": 4.5480,
  "largest_force_ev_per_a": 1.223
}

{
  "formula": "C3H3NO2",
  "method": "ωB97M-V/def2-TZVPD",
  "elements": ["O", "C", "C", "O", "C", "N", "H", "H", "H"],
  "positions_angstrom": [[0.656, -1.178, -1.029], [0.041, -0.455, -0.135], [0.226, 0.970, -0.026], [1.004, 1.617, -0.787], [-0.849, -1.130, 0.757], [-1.586, -1.597, 1.517], [1.221, -0.579, -1.569], [0.156, 1.131, 1.119], [-0.861, 1.302, 0.221]],
  "mulliken_charge": [-0.423, 0.611, -0.029, -0.710, -0.026, -0.311, 0.358, 0.273, 0.256],
  "total_energy_ha": -321.215869,
  "e_homo_ev": [-9.12, -9.13],
  "relative_energy_ev": 4.4022,
  "largest_force_ev_per_a": 1.219
}

{
  "formula": "C3H3NO2",
  "method": "ωB97M-V/def2-TZVPD",
  "elements": ["O", "C", "C", "O", "C", "N", "H", "H", "H"],
  "positions_angstrom": [[2.120, 0.024, 0.467], [0.870, -0.271, 0.036], [-0.044, 0.784, -0.296], [-1.316, 0.699, 0.062], [-2.019, -0.419, -0.090], [0.326, -1.318, -0.364], [2.634, -0.799, 0.420], [0.196, 1.614, -0.957], [-2.777, -0.326, 0.728]],
  "mulliken_charge": [-0.472, 0.474, -0.077, -0.193, -0.130, -0.516, 0.375, 0.374, 0.164],
  "total_energy_ha": -321.102353,
  "e_homo_ev": [-8.91, -8.90],
  "relative_energy_ev": 7.4911,
  "largest_force_ev_per_a": 0.572
}

{
  "formula": "C3H3NO2",
  "method": "ωB97M-V/def2-TZVPD",
  "elements": ["O", "C", "C", "C", "O", "N", "H", "H", "H"],
  "positions_angstrom": [[2.086, -0.131, 0.035], [0.747, -0.292, 0.090], [-0.259, 0.715, -0.005], [-1.398, -0.008, 0.094], [-1.119, -1.304, 0.261], [0.247, -1.488, 0.250], [2.278, 0.477, -0.690], [-0.134, 1.784, -0.094], [-2.448, 0.248, 0.059]],
  "mulliken_charge": [-0.511, 0.585, -0.324, -0.354, -0.119, -0.364, 0.334, 0.331, 0.421],
  "total_energy_ha": -321.292207,
  "e_homo_ev": -10.07,
  "relative_energy_ev": 2.3249,
  "largest_force_ev_per_a": 0.442,
  "smiles": "Oc1ccon1"
}

{
  "formula": "C3H3NO2",
  "method": "ωB97M-V/def2-TZVPD",
  "elements": ["O", "C", "C", "O", "C", "N", "H", "H", "H"],
  "positions_angstrom": [[-0.172, 1.484, -0.814], [0.064, 0.210, -0.394], [-1.066, -0.576, 0.044], [-2.188, -0.101, -0.036], [1.306, -0.164, -0.105], [2.419, -0.509, 0.269], [-1.123, 1.596, -0.642], [1.656, -0.381, 1.164], [-0.872, -1.576, 0.474]],
  "mulliken_charge": [-0.546, 0.115, 0.201, -0.566, 0.228, -0.475, 0.346, 0.367, 0.331],
  "total_energy_ha": -321.223255,
  "e_homo_ev": -8.89,
  "relative_energy_ev": 4.2012,
  "largest_force_ev_per_a": 3.152
}